DFT (ωB97M-V with the def2-TZVPD basis set) results for a structure of composition C25H50F5N6O3SSi3TeZr.

```
95
Properties=species:S:1:pos:R:3
Zr 0.35152 0.37539 0.74715
N -1.50396 -0.75306 1.63572
C -1.22409 -1.80447 2.63709
C -0.10382 -2.69658 2.12535
N 0.76967 -1.89648 1.23692
C 1.97739 -2.60433 0.74789
C 3.05982 -1.58248 0.46913
N 2.43819 -0.33586 -0.03610
H -2.14373 -0.06604 2.02677
H -2.00060 -1.17296 0.84809
H -2.11761 -2.39228 2.84960
H -0.91793 -1.30194 3.54558
H -0.48766 -3.55520 1.57112
H 0.48588 -3.06962 2.96338
H 0.20137 -1.89201 0.35237
H 1.70315 -3.15679 -0.15181
H 2.31512 -3.32677 1.49018
H 3.78218 -1.96923 -0.25155
H 3.58901 -1.34179 1.38224
H 2.10994 -0.50517 -1.00463
H 3.13229 0.39897 -0.12643
C -0.37882 4.04341 3.10461
Si -0.23144 2.26748 3.71954
C 0.12651 2.57437 5.54745
C -1.99418 1.60862 3.76384
C 1.09553 1.16529 2.84046
Si 1.80902 0.07848 4.24550
C 0.51512 -0.62989 5.42326
C 2.84420 -1.43014 3.85132
C 3.04271 1.04174 5.28971
Si 2.47531 2.32288 2.29954
C 2.88247 3.83791 3.31232
C 4.14892 1.51645 1.99006
C 1.98024 3.05089 0.59458
C 2.22825 4.38090 0.27190
C 1.85250 4.88356 -0.96389
C 1.23719 4.03599 -1.86863
C 1.01208 2.72442 -1.50344
N 1.36759 2.23840 -0.30462
H 0.05113 4.72060 3.84303
H -1.44227 4.28381 3.03525
H 0.09172 4.25034 2.14537
H -0.77157 3.04385 5.95791
H 0.94296 3.28883 5.67089
H 0.35276 1.70904 6.16490
H -2.50562 2.21959 4.51210
H -2.09872 0.57394 4.09863
H -2.52514 1.74395 2.82125
H 0.33409 -1.68794 5.22383
H -0.44553 -0.11884 5.45618
H 0.93771 -0.57089 6.42992
H 2.36179 -2.19418 3.25187
H 3.03858 -1.87246 4.83406
H 3.81817 -1.19722 3.42347
H 2.71956 2.03415 5.58293
H 4.00578 1.13573 4.78009
H 3.22210 0.47518 6.20732
H 3.07814 3.57810 4.35148
H 2.11116 4.60308 3.30441
H 3.80427 4.26940 2.91382
H 4.86874 1.92859 2.69997
H 4.52212 1.75433 0.99036
H 4.16940 0.43746 2.11579
H 2.71851 5.01910 0.99294
H 2.03960 5.91948 -1.21611
H 0.92849 4.37728 -2.84694
H 0.55936 2.00773 -2.17498
O -0.99043 2.03001 0.91259
N -1.70265 2.65410 -0.03542
C -2.01107 3.95920 0.14640
C -2.77593 4.61672 -0.77163
C -3.23686 3.91377 -1.89164
C -2.89869 2.59636 -2.05545
C -2.08758 1.93643 -1.11427
S -1.53451 0.32966 -1.25316
H -1.62137 4.40323 1.04329
H -3.01492 5.65691 -0.61008
H -3.85925 4.40816 -2.62522
H -3.23999 2.02173 -2.90451
C 1.74228 -1.96666 -4.02133
C 1.06554 -0.68248 -3.63520
N 0.17293 -0.18889 -4.51198
O 1.31810 -0.09883 -2.58305
H 2.55932 -1.74474 -4.71058
H 1.05354 -2.65578 -4.50585
H 2.13831 -2.43859 -3.12744
H -0.09581 -0.71378 -5.32493
H -0.37663 0.61317 -4.25600
F -2.74941 -4.70103 -2.00302
Te -1.46687 -3.43234 -1.64903
F -2.61458 -2.83117 -0.29125
F -2.35962 -2.37478 -2.86963
F -0.76240 -4.69198 -0.47381
F -0.47926 -4.15374 -3.03450
O -0.22533 -2.19741 -1.21050
```

Calculated values
Maximum force in eV Å⁻¹: 0.857
Charge: +1
Spin multiplicity: 1
HOMO level in eV: -11.078
Gap between HOMO and LUMO in eV: 8.2

Here are the Löwdin charges for atoms 1 to 2, given in e: Zr 1.678; N -0.077


DFT (ωB97M-V with the def2-TZVPD basis set) results for a structure of composition C25H51AlO23P.

```
101
Properties=species:S:1:pos:R:3
Al -0.74278 0.94536 -0.03567
P -2.29526 3.75169 0.17792
O -0.98373 3.91848 -0.61458
O -3.15992 5.00985 0.62584
O -1.88458 3.00358 1.51796
O -2.93746 2.55606 -0.56087
C 1.49890 -2.93786 -0.17934
O 0.77342 -1.75610 0.04284
H 1.20596 -3.56486 0.66277
H 1.30455 -3.39652 -1.14885
H 2.58064 -2.80827 -0.21347
C 3.26024 -0.27510 -6.24122
C 2.32806 -0.01690 -5.02743
O 1.17768 0.66478 -5.38257
C 0.29197 1.09997 -4.48152
O 0.28047 0.78871 -3.28505
O -0.57466 1.92980 -5.16020
C -1.88201 2.06161 -4.71777
H 4.33361 -0.30468 -6.05390
H 3.11867 0.56038 -6.92681
H 2.94201 -1.18231 -6.75484
H 2.97633 0.59786 -4.40300
H 2.10018 -0.93079 -4.47881
H -2.47078 2.78916 -5.27646
H -1.89902 2.43370 -3.69339
H -2.38109 1.09262 -4.72647
C 2.28415 4.77463 4.40319
C 1.75839 3.67295 3.53898
O 2.88603 2.74877 3.22345
C 2.59477 1.53027 2.61934
O 1.53740 1.14201 2.14098
O 3.70938 0.73327 2.68832
C 3.69540 -0.58999 2.15509
H 2.42472 4.37324 5.40680
H 1.61078 5.63085 4.44258
H 3.21612 5.20882 4.04123
H 1.47643 4.15143 2.60108
H 0.90890 3.12998 3.95328
H 3.51804 -1.35365 2.91237
H 4.72472 -0.76875 1.84420
H 3.02185 -0.69158 1.30414
C -6.14059 -1.03928 -1.60224
C -5.03351 -0.21145 -2.39885
O -4.36991 -1.21076 -3.07339
C -3.03429 -1.25408 -2.89587
O -2.28864 -0.65351 -2.08444
O -2.67586 -2.14670 -3.66368
C -1.35778 -2.68522 -3.57133
H -6.25829 -1.99709 -2.10903
H -7.09333 -0.53611 -1.43730
H -5.76680 -1.32469 -0.61892
H -4.61239 0.46003 -1.65060
H -5.50474 0.45347 -3.12267
H -1.08706 -3.25499 -4.46024
H -1.01495 -3.24701 -2.70244
H -0.69322 -1.82141 -3.55449
C 5.17026 -0.65114 -1.89095
C 3.86576 0.14206 -1.50947
O 4.17770 1.48878 -1.02016
C 3.18991 2.35270 -0.88047
O 1.99384 1.99965 -0.99228
O 3.71168 3.50384 -0.55613
C 2.84740 4.64224 -0.11000
H 4.98239 -1.56863 -2.44864
H 5.64042 -0.99069 -0.96804
H 5.94681 -0.14844 -2.46746
H 3.51807 -0.36432 -0.60903
H 3.08634 0.03916 -2.26447
H 2.38523 4.50723 0.86789
H 2.12758 4.87954 -0.89335
H 3.51798 5.50125 -0.13309
C 1.38774 -2.73517 4.40119
C 0.36758 -1.86556 3.67449
O 0.00159 -0.85151 4.58891
C -0.65697 0.11723 4.21777
O -0.96393 0.39964 3.02149
O -0.76683 0.89110 5.29131
C -1.49325 2.10980 5.19326
H 0.97004 -3.34230 5.20432
H 2.17085 -2.02995 4.67960
H 1.95747 -3.38762 3.73952
H -0.41538 -2.53885 3.32555
H 0.83235 -1.34587 2.83663
H -2.19980 2.18773 4.36694
H -0.70415 2.85215 5.07352
H -2.13990 2.40501 6.01958
C -2.29970 -5.65953 0.03190
C -2.18874 -4.17537 0.31977
O -3.06607 -3.75554 1.24713
C -3.22069 -2.40252 1.49536
O -2.85096 -1.47444 0.72512
O -3.95849 -2.10288 2.56251
C -4.34435 -0.81015 2.94774
H -2.33808 -6.23900 0.95431
H -1.45337 -5.98535 -0.57280
H -3.19939 -5.92636 -0.52259
H -2.40986 -3.60394 -0.58171
H -1.19791 -3.93103 0.70273
H -4.81917 -0.44367 2.03761
H -3.48387 -0.17076 3.14488
H -5.07533 -0.77237 3.75541
```

Calculated values
Maximum force in eV Å⁻¹: 7.517
Charge: -1
Spin multiplicity: 1
HOMO level in eV: -3.897
Gap between HOMO and LUMO in eV: 3.2

Here are the Löwdin charges for atoms 1 to 2, given in e: Al 1.156; P -0.021


| no. | lowest unoccupied orbital energy (eV) |
| --- | --- |
| 1 | -2.9267 |
| 2 | -0.7027 |